# 1
Formula: C38H60BN12O6P2
Source: OMol25
Level of theory: the ωB97M-V functional and the def2-TZVPD basis

Net charge = +1
Max |F| = 0.215 Eh/bohr
Gap between HOMO and LUMO = 6.218 eV
LUMO = -3.291 eV
E_tot = -89782.8950 eV

Last columns: bonded neighbours and bond lengths (Å).
Atoms and positions in Å:
1 C 1.80873 -1.91822 0.03101  C2 1.428, H25 1.194
2 C 1.41972 -0.57929 0.33801  C1 1.428, N3 1.545
3 N 0.85019 0.82982 0.61588  C2 1.545, B4 1.522, C7 1.502, C21 1.508
4 B 1.45573 1.24789 1.94798  N3 1.522, N5 1.547, O6 1.475
5 N 2.67196 0.44305 2.46499  B4 1.547, H26 1.044, H27 1.043
6 O 1.02806 2.37868 2.79290  B4 1.475, H28 1.022
7 C 1.43540 1.71398 -0.44828  N3 1.502, N8 1.539, C9 1.631, H29 1.189
8 N 1.96940 0.88201 -1.62815  C7 1.539, H30 1.051, H31 1.047
9 C 0.45853 2.85692 -1.07934  C7 1.631, P10 1.949, N13 1.510, H32 1.195
10 P 0.88475 4.62848 -0.38749  C9 1.949, O11 1.754, O12 1.738
11 O 2.62230 4.83528 -0.26949  P10 1.754, H33 1.022
12 O 0.24791 4.85701 1.21313  P10 1.738, H34 1.019
13 N -1.01996 2.54878 -1.05658  C9 1.510, C14 1.510, C17 1.510
14 C -1.47421 1.70036 -2.21964  N13 1.510, N15 1.543, H35 1.170, H36 1.175
15 N -2.62269 2.45892 -2.91789  C14 1.543, C16 1.543, H37 1.050
16 C -3.25094 1.46291 -3.91520  N15 1.543, H38 1.181, H39 1.175, H40 1.187
17 C -1.49916 2.03837 0.28124  N13 1.510, P18 1.944, C21 1.640, H41 1.182
18 P -3.42402 1.76866 0.25940  C17 1.944, O19 1.742, O20 1.753
19 O -4.24966 3.16736 -0.37018  P18 1.742, H42 1.002
20 O -3.95834 1.61788 1.92237  P18 1.753, H43 1.022
21 C -0.65027 0.67467 0.61275  N3 1.508, C17 1.640, O22 1.500, H44 1.177
22 O -1.03904 0.29324 2.01045  C21 1.500, C23 1.468
23 C -1.43339 -1.11852 2.08585  O22 1.468, C24 1.638, H45 1.194, H46 1.178
24 C -2.83353 -1.50407 1.32929  C23 1.638, H47 1.193, H48 1.184, H49 1.189
25 H 1.73248 -2.99945 -0.46956  C1 1.194
26 H 3.47516 0.73431 1.86551  N5 1.044
27 H 2.83484 0.62216 3.47989  N5 1.043
28 H 1.12892 2.02216 3.74573  O6 1.022
29 H 2.39722 2.23585 0.01594  C7 1.189
30 H 2.55141 1.57128 -2.16648  N8 1.051
31 H 1.17740 0.63866 -2.26882  N8 1.047
32 H 0.75349 2.93965 -2.23423  C9 1.195
33 H 2.81629 5.77578 0.07967  O11 1.022
34 H 1.01541 5.07143 1.84847  O12 1.019
35 H -0.67392 1.51495 -3.05227  C14 1.170
36 H -1.91451 0.64996 -1.93092  C14 1.175
37 H -2.20813 3.20004 -3.53554  N15 1.050
38 H -4.00250 0.77691 -3.31489  C16 1.181
39 H -2.34679 0.87778 -4.38547  C16 1.175
40 H -3.78422 2.03818 -4.80595  C16 1.187
41 H -1.31660 2.77588 1.18630  C17 1.182
42 H -3.63254 3.80731 -0.83274  O19 1.002
43 H -4.88051 2.05792 1.91622  O20 1.022
44 H -0.90898 -0.16026 -0.17546  C21 1.177
45 H -1.60809 -1.35100 3.24375  C23 1.194
46 H -0.60889 -1.88403 1.73770  C23 1.178
47 H -2.89470 -2.68686 1.18421  C24 1.193
48 H -3.79976 -1.15123 1.91527  C24 1.184
49 H -2.85146 -1.06559 0.22406  C24 1.189
50 N 1.12234 6.28375 -3.34187  C51 1.371, C54 1.371, H55 1.012
51 C -0.22714 6.29907 -3.58106  N50 1.371, C52 1.377, H56 1.082
52 C -0.43763 6.91843 -4.79279  C51 1.377, C53 1.415, H57 1.082
53 C 0.83000 7.28425 -5.30517  C52 1.415, C54 1.377, H58 1.082
54 C 1.77542 6.87773 -4.39038  N50 1.371, C53 1.377, H59 1.082
55 H 1.56681 5.89427 -2.52066  N50 1.012
56 H -0.92036 5.87051 -2.86973  C51 1.082
57 H -1.40009 7.08734 -5.25804  C52 1.082
58 H 1.03155 7.78924 -6.24104  C53 1.082
59 H 2.85402 6.96124 -4.39517  C54 1.082
60 N 7.03664 -2.72611 4.03390  C61 1.371, C64 1.371, H65 1.012
61 C 6.95187 -1.56431 4.75610  N60 1.371, C62 1.377, H66 1.082
62 C 5.97983 -0.77604 4.18167  C61 1.377, C63 1.415, H67 1.082
63 C 5.45583 -1.49011 3.07769  C62 1.415, C64 1.377, H68 1.082
64 C 6.12438 -2.69202 3.01149  N60 1.371, C63 1.377, H69 1.082
65 H 7.67219 -3.48956 4.22589  N60 1.012
66 H 7.58987 -1.39773 5.61366  C61 1.082
67 H 5.67967 0.20658 4.52180  C62 1.082
68 H 4.67442 -1.16309 2.40394  C63 1.082
69 H 6.03021 -3.52314 2.32540  C64 1.082
70 N 2.66679 -5.97970 -0.66323  C71 1.371, C74 1.371, H75 1.012
71 C 1.74209 -6.88600 -0.21367  N70 1.371, C72 1.377, H76 1.082
72 C 0.89026 -7.17739 -1.25562  C71 1.377, C73 1.415, H77 1.082
73 C 1.31994 -6.42479 -2.37464  C72 1.415, C74 1.377, H78 1.082
74 C 2.42038 -5.69651 -1.98148  N70 1.371, C73 1.377, H79 1.082
75 H 3.41455 -5.58271 -0.10925  N70 1.012
76 H 1.76836 -7.24380 0.80687  C71 1.082
77 H 0.05085 -7.85934 -1.21456  C72 1.082
78 H 0.87497 -6.41560 -3.36125  C73 1.082
79 H 3.04671 -5.00186 -2.52512  C74 1.082
80 N -7.72132 1.28710 1.32176  C81 1.371, C84 1.371, H85 1.012
81 C -8.24135 0.10179 0.87105  N80 1.371, C82 1.377, H86 1.082
82 C -9.39387 -0.15424 1.57982  C81 1.377, C83 1.415, H87 1.082
83 C -9.57856 0.91737 2.48580  C82 1.415, C84 1.377, H88 1.082
84 C -8.53292 1.79437 2.30293  N80 1.371, C83 1.377, H89 1.082
85 H -6.87212 1.72021 0.98278  N80 1.012
86 H -7.74726 -0.45730 0.08778  C81 1.082
87 H -10.03322 -1.01877 1.45673  C82 1.082
88 H -10.38761 1.03681 3.19479  C83 1.082
89 H -8.29685 2.73280 2.78664  C84 1.082
90 N -6.02842 -3.44134 -0.20443  C91 1.371, C94 1.371, H95 1.012
91 C -6.54845 -4.62665 -0.65515  N90 1.371, C92 1.377, H96 1.082
92 C -7.70096 -4.88269 0.05362  C91 1.377, C93 1.415, H97 1.082
93 C -7.88566 -3.81108 0.95960  C92 1.415, C94 1.377, H98 1.082
94 C -6.84002 -2.93408 0.77673  N90 1.371, C93 1.377, H99 1.082
95 H -5.17922 -3.00823 -0.54341  N90 1.012
96 H -6.05436 -5.18574 -1.43842  C91 1.082
97 H -8.34032 -5.74721 -0.06947  C92 1.082
98 H -8.69470 -3.69163 1.66859  C93 1.082
99 H -6.60395 -1.99565 1.26044  C94 1.082
100 N 11.67158 1.57078 3.79254  C101 1.371, C104 1.371, H105 1.012
101 C 11.15155 0.38547 3.34182  N100 1.371, C102 1.377, H106 1.082
102 C 9.99904 0.12944 4.05059  C101 1.377, C103 1.415, H107 1.082
103 C 9.81434 1.20104 4.95657  C102 1.415, C104 1.377, H108 1.082
104 C 10.85998 2.07804 4.77370  N100 1.371, C103 1.377, H109 1.082
105 H 12.52078 2.00389 3.45356  N100 1.012
106 H 11.64564 -0.17362 2.55855  C101 1.082
107 H 9.35968 -0.73509 3.92750  C102 1.082
108 H 9.00530 1.32049 5.66556  C103 1.082
109 H 11.09605 3.01648 5.25741  C104 1.082
110 N -0.13262 -2.27824 -3.58832  C111 1.371, C114 1.371, H115 1.012
111 C -0.95460 -1.91204 -4.62213  N110 1.371, C112 1.377, H116 1.082
112 C -1.84969 -2.93607 -4.83747  C111 1.377, C113 1.415, H117 1.082
113 C -1.56112 -3.95318 -3.89649  C112 1.415, C114 1.377, H118 1.082
114 C -0.49838 -3.51935 -3.13603  N110 1.371, C113 1.377, H119 1.082
115 H 0.62472 -1.71971 -3.21667  N110 1.012
116 H -0.83155 -0.95737 -5.11577  C111 1.082
117 H -2.62732 -2.94862 -5.59012  C112 1.082
118 H -2.07381 -4.89988 -3.78511  C113 1.082
119 H 0.02831 -3.98688 -2.31483  C114 1.082

***

# 2
Formula: C4H11NS2
Source: OMol25
Level of theory: the ωB97M-V functional and the def2-TZVPD basis

Net charge = 0
Max |F| = 0.022 Eh/bohr
ΔE to the lowest compared entry with this formula, charge and spin = 0.762 eV
Gap between HOMO and LUMO = 9.034 eV
LUMO = 0.426 eV
SMILES = CCNCCSS
E_tot = -27486.5035 eV

Last columns: bonded neighbours and bond lengths (Å).
Atoms and positions in Å:
1 C 1.74265 -1.84410 1.56303  C2 1.543, H8 1.085, H9 1.081, H10 1.092
2 C 0.27454 -1.63229 1.13644  C1 1.543, N3 1.464, H11 1.100, H12 1.090
3 N -0.32489 -0.39931 1.65083  C2 1.464, C4 1.463, H13 1.017
4 C 0.35999 0.83461 1.26520  N3 1.463, C5 1.562, H14 1.081, H15 1.075
5 C 0.97399 1.03365 -0.15716  C4 1.562, S6 1.813, H16 1.088, H17 1.079
6 S 0.15589 0.37275 -1.63393  C5 1.813, S7 2.086
7 S -1.84781 0.73071 -1.17883  S6 2.086, H18 1.341
8 H 1.87041 -2.88542 1.84161  C1 1.085
9 H 2.42508 -1.57035 0.77067  C1 1.081
10 H 2.01102 -1.21238 2.41197  C1 1.092
11 H 0.26547 -1.70703 0.03935  C2 1.100
12 H -0.29996 -2.49456 1.47542  C2 1.090
13 H -1.24847 -0.37362 1.22570  N3 1.017
14 H 1.21991 0.89886 1.91683  C4 1.081
15 H -0.25674 1.69430 1.45275  C4 1.075
16 H 1.97032 0.59625 -0.15886  C5 1.088
17 H 1.09427 2.09599 -0.30326  C5 1.079
18 H -2.01518 1.73620 -2.04956  S7 1.341

***

# 3
Formula: C14H46O14
Source: OMol25
Level of theory: the ωB97M-V functional and the def2-TZVPD basis

Net charge = 0
Max |F| = 0.029 Eh/bohr
ΔE to the lowest compared entry with this formula, charge and spin = 0.552 eV
Gap between HOMO and LUMO = 9.679 eV
LUMO = 0.098 eV
SMILES = OCCO.OCCO.OCCO.OCCO.OCCO.CO.CO.CO.CO
E_tot = -43924.9502 eV

Last columns: bonded neighbours and bond lengths (Å).
Atoms and positions in Å:
1 O -1.91239 -0.48356 2.44998  C2 1.447, H5 0.958
2 C -2.01648 0.32119 3.64810  O1 1.447, C3 1.497, H6 1.095, H7 1.095
3 C -0.72962 0.46644 4.39807  C2 1.497, O4 1.391, H8 1.101, H9 1.092
4 O -0.44028 -0.61049 5.22943  C3 1.391, H10 0.960
5 H -2.29574 -1.34739 2.60859  O1 0.958
6 H -2.32788 1.31796 3.31779  C2 1.095
7 H -2.78967 -0.10022 4.29818  C2 1.095
8 H -0.76597 1.42642 4.93518  C3 1.101
9 H 0.09882 0.58419 3.69696  C3 1.092
10 H -0.96746 -0.56336 6.02974  O4 0.960
11 O 2.16838 -1.98588 -3.44972  C12 1.410, H15 0.976
12 C 3.41943 -1.35902 -3.62165  O11 1.410, C13 1.513, H16 1.096, H17 1.102
13 C 4.28088 -1.39529 -2.37789  C12 1.513, O14 1.442, H18 1.098, H19 1.098
14 O 3.87228 -0.43145 -1.38639  C13 1.442, H20 0.982
15 H 1.72741 -1.53233 -2.70648  O11 0.976
16 H 3.96289 -1.86357 -4.42896  C12 1.096
17 H 3.35726 -0.30914 -3.94933  C12 1.102
18 H 5.31032 -1.10625 -2.62946  C13 1.098
19 H 4.35797 -2.39838 -1.93697  C13 1.098
20 H 2.91519 -0.52312 -1.18825  O14 0.982
21 O 2.15294 3.64410 2.88872  C22 1.433, H25 0.967
22 C 2.28852 2.81979 1.72493  O21 1.433, C23 1.508, H26 1.103, H27 1.099
23 C 3.50285 3.11611 0.88139  C22 1.508, O24 1.456, H28 1.085, H29 1.101
24 O 3.38198 4.40746 0.21929  C23 1.456, H30 0.960
25 H 1.85111 4.52207 2.61897  O21 0.967
26 H 2.37958 1.77974 2.08003  C22 1.103
27 H 1.39422 2.77486 1.08808  C22 1.099
28 H 3.69780 2.35476 0.13393  C23 1.085
29 H 4.39609 3.12850 1.52486  C23 1.101
30 H 3.78263 5.07588 0.78002  O24 0.960
31 O -2.69373 3.70762 2.58979  C32 1.415, H35 0.965
32 C -1.46381 3.92269 1.92355  O31 1.415, C33 1.534, H36 1.109, H37 1.088
33 C -1.42021 3.04627 0.66562  C32 1.534, O34 1.416, H38 1.094, H39 1.098
34 O -2.47837 3.41002 -0.20278  C33 1.416, H40 0.966
35 H -3.40593 3.65524 1.94061  O31 0.965
36 H -1.39330 4.96675 1.55735  C32 1.109
37 H -0.60810 3.73307 2.56899  C32 1.088
38 H -1.57666 2.00621 0.96537  C33 1.094
39 H -0.42298 3.10669 0.21114  C33 1.098
40 H -2.41182 4.35249 -0.40581  O34 0.966
41 O -5.40826 -0.85869 0.06123  C42 1.427, H45 0.962
42 C -4.10438 -0.31569 -0.14195  O41 1.427, C43 1.498, H46 1.100, H47 1.095
43 C -4.08643 0.41087 -1.45196  C42 1.498, O44 1.459, H48 1.093, H49 1.105
44 O -4.04527 -0.47578 -2.61029  C43 1.459, H50 0.965
45 H -5.33215 -1.54400 0.73243  O41 0.962
46 H -3.89718 0.40818 0.66040  C42 1.100
47 H -3.30128 -1.05982 -0.11037  C42 1.095
48 H -3.26085 1.12163 -1.53931  C43 1.093
49 H -4.95846 1.08579 -1.52852  C43 1.105
50 H -4.80017 -1.07578 -2.56662  O44 0.965
51 C 2.95225 -4.39201 0.70902  O52 1.421, H53 1.096, H54 1.101, H55 1.096
52 O 2.06327 -5.48781 0.54322  C51 1.421, H56 0.980
53 H 3.54574 -4.24613 -0.20030  C51 1.096
54 H 2.46747 -3.44595 0.99493  C51 1.101
55 H 3.61348 -4.58870 1.56014  C51 1.096
56 H 1.22808 -5.16327 0.14717  O52 0.980
57 C -0.00862 -3.91063 -1.97975  O58 1.434, H59 1.086, H60 1.087, H61 1.094
58 O -0.31667 -4.71226 -0.83091  C57 1.434, H62 0.961
59 H -0.88613 -3.49942 -2.47083  C57 1.086
60 H 0.65441 -3.12408 -1.62932  C57 1.087
61 H 0.57002 -4.47609 -2.71616  C57 1.094
62 H -1.22084 -5.02215 -0.92597  O58 0.961
63 C -0.77535 0.19380 -3.87725  O64 1.446, H65 1.096, H66 1.085, H67 1.097
64 O -1.27116 -0.56954 -2.75412  C63 1.446, H68 0.982
65 H -1.12254 1.23212 -3.82655  C63 1.096
66 H 0.30775 0.14910 -3.91798  C63 1.085
67 H -1.14748 -0.22328 -4.82078  C63 1.097
68 H -2.24563 -0.57359 -2.87808  O64 0.982
69 C 0.50044 -0.65401 0.14836  O70 1.458, H71 1.088, H72 1.090, H73 1.097
70 O 0.94454 -0.24880 -1.18025  C69 1.458, H74 0.993
71 H 1.15611 -1.42809 0.54190  C69 1.088
72 H 0.40006 0.19798 0.82082  C69 1.090
73 H -0.50777 -1.08067 0.07207  C69 1.097
74 H 0.11484 -0.26030 -1.72536  O70 0.993

***

Q: Which of these has the lowest LUMO?
A: C38H60BN12O6P2